(1)
Formula: C44H34BaBr2N7O8
Source: the OMol25 dataset
Level of theory: ωB97M-V/def2-TZVPD

Results
Max |F| = 3.7 eV Å⁻¹
Total charge = -1
Orbital gap = 4.61 eV

```
96
C44H34BaBr2N7O8 (ωB97M-V/def2-TZVPD)
Ba -0.31468 0.07344 -0.63947
Br -0.02160 1.50823 3.66565
C 1.52429 1.15952 2.57625
Br 2.48520 2.77163 2.16226
H 1.19795 0.71073 1.64882
H 2.18668 0.49698 3.11615
N -3.00658 -1.25192 -0.49711
C -2.81647 -2.59123 -0.18788
C -3.38905 -3.60585 -0.92244
C -3.16517 -4.95743 -0.61287
C -2.36524 -5.31402 0.43560
C -1.72483 -4.30789 1.19163
C -0.82244 -4.60282 2.23658
C -0.18890 -3.58573 2.89115
C -0.46415 -2.26061 2.50230
N -1.30006 -1.94142 1.54774
C -1.94152 -2.93863 0.88686
H -3.21804 -0.65487 0.30452
H -3.68263 -1.11050 -1.23322
H -4.02935 -3.35377 -1.76043
H -3.64151 -5.72174 -1.21382
H -2.18473 -6.35461 0.67551
H -0.63570 -5.64045 2.49079
H 0.51918 -3.77580 3.68680
H 0.02486 -1.43663 3.01217
O 0.07539 -2.09424 -1.11087
C 1.08048 -2.13348 -0.37400
O 1.52711 -1.15840 0.27691
C 1.80870 -3.45730 -0.26192
C 1.19602 -4.60457 -0.74557
C 1.86437 -5.81737 -0.65469
C 3.13660 -5.90277 -0.11736
C 3.72831 -4.74441 0.34864
C 3.07566 -3.51919 0.28964
N 5.07004 -4.81860 0.91472
O 5.61189 -5.90737 0.95666
O 5.56550 -3.79347 1.33627
N 1.22627 -7.03493 -1.13993
O 0.09138 -6.95112 -1.56123
O 1.86162 -8.07227 -1.08526
H 0.21063 -4.54488 -1.18687
H 3.65311 -6.84791 -0.06736
H 3.55004 -2.62794 0.67484
O -4.13219 0.91696 1.08927
C -3.25218 1.71759 0.80206
N -3.42261 3.08242 0.74043
C -2.26126 3.71987 0.13067
C -1.31265 2.49774 0.08780
O -0.13496 2.52927 -0.27520
N -1.94815 1.40177 0.48715
C -1.64835 4.80913 0.99803
C -0.77065 5.73454 0.44094
C -0.19485 6.71658 1.23223
C -0.48228 6.78125 2.58778
C -1.33747 5.84683 3.15085
C -1.91370 4.86161 2.36213
C -2.62367 4.19895 -1.27158
C -3.43844 5.32482 -1.39572
C -3.89116 5.73089 -2.63962
C -3.53076 5.01769 -3.77615
C -2.71552 3.90373 -3.66040
C -2.26008 3.49476 -2.41337
H -4.34088 3.48640 0.67716
H -0.53574 5.67549 -0.61398
H 0.47860 7.43680 0.78416
H -0.03076 7.54908 3.20370
H -1.56065 5.88326 4.21019
H -2.57084 4.12549 2.80519
H -3.71093 5.88372 -0.50713
H -4.52585 6.60520 -2.71959
H -3.88841 5.33389 -4.74819
H -2.42897 3.33897 -4.53885
H -1.60786 2.63050 -2.34381
C 4.07080 1.91038 -4.34252
C 3.59789 2.05123 -3.04308
C 2.32781 1.63082 -2.69755
C 1.45467 1.04238 -3.63955
C 1.97185 0.87801 -4.94937
C 3.24278 1.30919 -5.28388
N 0.22249 0.59843 -3.23838
C -0.76648 0.34102 -4.15975
C -1.01229 1.15454 -5.28912
C -2.05036 0.87980 -6.16158
C -2.89834 -0.20213 -5.94662
C -2.68910 -0.99963 -4.82849
C -1.64953 -0.73866 -3.95174
H 5.06452 2.24681 -4.61151
H 4.23202 2.50117 -2.28684
H 1.97877 1.76821 -1.68008
H 1.37489 0.36873 -5.69310
H 3.60111 1.16133 -6.29741
H -0.38607 2.02293 -5.45184
H -2.21059 1.52398 -7.02005
H -3.70486 -0.41964 -6.63590
H -3.34310 -1.84658 -4.64739
H -1.46902 -1.39428 -3.10547
```

(2)
Formula: C21H68O13
Source: the OMol25 dataset
Level of theory: ωB97M-V/def2-TZVPD

Results
Max |F| = 3.0 eV Å⁻¹
Total charge = 0
Relative energy (zero: lowest compared OMol25 entry of this formula, charge and spin) = 94.0 kcal per mole
Orbital gap = 9.71 eV

```
102
C21H68O13 (ωB97M-V/def2-TZVPD)
C 0.23711 2.92644 2.70042
O 0.24147 3.70688 3.88307
H 1.22843 2.97054 2.24981
H -0.07250 1.88454 2.81923
H -0.42929 3.28421 1.91094
H -0.63594 3.58621 4.26518
O -1.03548 -2.68932 3.75216
H -0.54631 -3.43483 3.38697
H -0.36227 -2.10695 4.13003
O -1.13484 -2.95138 -0.80635
H -0.81303 -2.71578 -1.69400
H -0.94836 -2.16106 -0.24588
C -2.72802 2.56160 0.76600
C -3.75611 1.72345 1.45439
O -3.20095 1.34227 2.73948
H -2.61645 3.59885 1.07987
H -3.06236 2.72158 -0.27133
H -1.81163 1.97832 0.70508
H -3.86418 0.75282 0.96397
H -4.70460 2.21526 1.67675
H -3.27573 0.38017 2.85871
C -5.46769 -1.70150 2.15156
C -4.02966 -2.00710 1.76391
O -3.14407 -1.37069 2.67824
H -6.12512 -1.81836 1.28620
H -5.61426 -0.66755 2.46759
H -5.80859 -2.31746 2.98647
H -3.90440 -1.50976 0.79092
H -3.76956 -3.04803 1.57243
H -2.51402 -2.00868 3.05112
C 1.08403 1.09877 -3.97095
C 1.83514 1.31886 -5.29744
O 2.64306 0.25105 -5.73119
H 1.59159 0.31769 -3.39592
H 0.06036 0.73307 -4.06092
H 1.06869 1.96617 -3.31279
H 2.25739 2.32140 -5.36045
H 1.06112 1.40134 -6.07548
H 2.16695 -0.35583 -6.29450
C 1.02584 -0.46196 -0.67857
C 0.58546 -0.21756 0.74570
O -0.59619 -0.96703 1.03347
H 1.41735 -1.45614 -0.89804
H 1.80081 0.27129 -0.92286
H 0.24642 -0.32810 -1.43013
H 0.42559 0.86160 0.89366
H 1.41975 -0.34400 1.44722
H -0.66330 -1.08843 1.99052
C 1.40772 3.42453 -0.98231
C 0.25386 4.22450 -1.48616
O 0.70517 5.52567 -1.92357
H 2.14610 3.24160 -1.76934
H 1.16478 2.39004 -0.71114
H 1.97306 3.84662 -0.15110
H -0.53881 4.44139 -0.76348
H -0.23651 3.76341 -2.34450
H 0.82168 6.06242 -1.13493
C -0.39264 -2.95139 -5.72100
C 0.15846 -2.07031 -4.60600
O -0.64521 -2.13242 -3.45155
H 0.16265 -2.94806 -6.66187
H -1.45402 -2.76482 -5.87336
H -0.25368 -4.00805 -5.45835
H 0.14069 -1.05988 -5.04583
H 1.21868 -2.22778 -4.41719
H -1.56735 -2.05549 -3.73254
C -3.00666 0.36288 -2.60523
C -3.88185 0.03398 -3.80610
O -3.50777 -1.26444 -4.32231
H -1.95558 0.30632 -2.87935
H -3.27678 -0.29268 -1.77772
H -3.24884 1.36574 -2.24673
H -3.79903 0.71122 -4.66176
H -4.93589 0.02401 -3.50905
H -3.84852 -1.27681 -5.22078
C 4.19810 -0.37887 0.49406
C 4.37903 0.84504 -0.41241
O 3.11641 1.52932 -0.54392
H 3.14784 -0.54361 0.72889
H 4.73537 -0.18976 1.42817
H 4.55731 -1.33242 0.10461
H 4.74379 0.40846 -1.34996
H 5.15670 1.54490 -0.10586
H 3.01161 1.59125 -1.50057
C 2.71244 0.82839 5.34656
C 1.61785 0.83467 4.26072
O 0.86047 -0.35738 4.35747
H 3.62556 1.37940 5.10834
H 3.04270 -0.18976 5.56513
H 2.33091 1.23691 6.28398
H 2.11132 0.85726 3.28111
H 1.06112 1.76420 4.35384
H 1.42151 -1.09587 4.07184
C 2.73021 -4.25608 3.91568
C 3.10236 -2.98025 3.18525
O 1.99134 -2.26457 2.68267
H 3.60765 -4.78317 4.29846
H 2.35338 -5.03788 3.24180
H 1.94916 -4.15491 4.67010
H 3.69808 -3.24283 2.30011
H 3.78478 -2.37491 3.78264
H 1.58763 -2.75661 1.96028
```